# 1
{"formula": "C5H10N2O", "method": "ωB97M-V with the def2-TZVPD basis set", "orbital_gap_ev": 9.57, "fmax_ev_per_a": 7.67, "smiles": "OC1[C@@H]2NCCN[C@@H]12", "e_homo_ha": -0.320, "total_energy_ha": -380.97959, "relative_energy_ev": 8.323, "symbols": ["O", "C", "C", "N", "C", "C", "N", "C", "H", "H", "H", "H", "H", "H", "H", "H", "H", "H"], "xyz": [[-1.01, -1.37, 2.22], [0.24, -1.34, 1.55], [0.45, -0.02, 0.89], [-0.11, 1.26, 0.61], [0.16, 1.52, -0.89], [-0.31, 0.23, -1.61], [0.11, -1.30, -1.24], [0.00, -1.21, 0.20], [-1.35, -0.58, 1.53], [1.04, -1.78, 2.28], [1.48, -0.04, 0.81], [0.28, 1.96, 1.37], [-0.57, 2.38, -1.13], [1.01, 2.04, -1.10], [-0.11, 0.52, -2.73], [-1.25, 0.06, -1.78], [1.06, -1.54, -1.32], [-1.12, -0.79, 0.33]]}

# 2
{"formula": "C26H22N5OPtS", "method": "ωB97M-V with the def2-TZVPD basis set", "multiplicity": 3, "orbital_gap_ev": [5.93, 5.03], "fmax_ev_per_a": 1.19, "e_homo_ha": [-0.320, -0.403], "total_charge": 1, "total_energy_ha": -1870.25652, "symbols": ["Pt", "C", "C", "C", "C", "N", "C", "N", "C", "N", "C", "N", "C", "C", "C", "C", "C", "N", "C", "C", "C", "C", "C", "C", "H", "H", "H", "H", "H", "H", "H", "H", "H", "H", "H", "H", "C", "C", "C", "C", "C", "C", "C", "S", "C", "O", "H", "H", "H", "H", "H", "H", "H", "H", "H", "H"], "xyz": [[-0.73, -0.22, 0.94], [-4.84, -1.47, 1.32], [-5.64, -0.41, 0.91], [-5.03, 0.78, 0.64], [-3.60, 0.93, 0.75], [-2.81, -0.20, 1.02], [-3.44, -1.31, 1.34], [-3.17, 2.13, 0.65], [-1.83, 2.55, 0.79], [-0.74, 1.76, 0.87], [0.40, 2.55, 0.75], [1.66, 2.17, 0.67], [2.10, 0.91, 0.88], [3.51, 0.74, 0.87], [4.08, -0.42, 1.31], [3.26, -1.45, 1.77], [1.91, -1.29, 1.66], [1.32, -0.17, 1.15], [-0.04, 3.91, 0.66], [0.67, 5.11, 0.55], [-0.05, 6.28, 0.46], [-1.47, 6.27, 0.48], [-2.17, 5.09, 0.58], [-1.43, 3.90, 0.68], [-5.27, -2.42, 1.61], [-6.72, -0.52, 0.84], [-5.58, 1.67, 0.36], [-2.83, -2.13, 1.65], [4.09, 1.60, 0.55], [5.16, -0.52, 1.34], [3.66, -2.36, 2.20], [1.24, -2.07, 1.99], [1.76, 5.11, 0.53], [0.47, 7.23, 0.38], [-2.01, 7.21, 0.41], [-3.26, 5.08, 0.59], [3.77, -2.45, -4.03], [2.66, -2.49, -3.01], [1.42, -1.91, -3.29], [0.40, -1.90, -2.35], [0.63, -2.49, -1.11], [1.85, -3.08, -0.80], [2.85, -3.08, -1.76], [-0.74, -2.38, 0.00], [-0.56, -3.88, 0.90], [-1.99, -2.48, -0.79], [3.38, -2.52, -5.05], [4.49, -3.27, -3.88], [4.33, -1.51, -3.96], [1.24, -1.47, -4.26], [-0.57, -1.47, -2.57], [2.03, -3.56, 0.15], [3.80, -3.56, -1.54], [-0.69, -4.67, 0.16], [-1.37, -3.91, 1.64], [0.41, -3.94, 1.40]]}

# 3
{"formula": "C4H6O7Tl", "method": "ωB97M-V with the def2-TZVPD basis set", "orbital_gap_ev": 5.05, "fmax_ev_per_a": 3.07, "e_homo_ha": -0.146, "total_charge": -1, "total_energy_ha": -855.28333, "relative_energy_ev": 0.211, "symbols": ["O", "C", "O", "O", "O", "C", "C", "Tl", "H", "H", "H", "H", "C", "O", "O", "H", "O", "H"], "xyz": [[-3.11, 2.83, 1.46], [-2.15, 2.02, 1.55], [-1.34, 2.02, 2.51], [-1.96, 1.20, 0.50], [-0.10, -1.69, -0.50], [-0.92, -0.57, -0.70], [-0.84, 0.33, 0.52], [-2.81, 3.89, 3.76], [-1.97, -0.88, -0.85], [-0.61, 0.00, -1.59], [0.09, 0.91, 0.51], [-0.85, -0.28, 1.44], [2.90, -1.58, -1.71], [3.02, -0.51, -2.34], [3.54, -1.68, -0.49], [4.38, -1.20, -0.56], [2.43, -2.68, -2.14], [0.29, -2.12, -1.37]]}

# 4
{"formula": "C4H6N2O3", "method": "ωB97M-V with the def2-TZVPD basis set", "orbital_gap_ev": 9.49, "fmax_ev_per_a": 1.19, "smiles": "C/C(O)=C/[N+](=O)[O-].C#N", "e_homo_ha": -0.364, "total_energy_ha": -491.11872, "relative_energy_ev": 4.958, "symbols": ["C", "C", "O", "C", "N", "O", "O", "H", "H", "H", "H", "H", "C", "N", "H"], "xyz": [[-1.65, -0.70, 0.75], [-0.29, -0.81, 0.16], [0.47, -1.75, 0.67], [0.11, 0.05, -0.82], [1.36, -0.03, -1.43], [1.62, 0.73, -2.34], [2.17, -0.87, -1.00], [-1.77, 0.31, 1.17], [-1.78, -1.44, 1.54], [-2.41, -0.84, -0.01], [1.36, -1.71, 0.21], [-0.56, 0.77, -1.26], [0.47, 2.06, 0.74], [-0.46, 2.06, 1.41], [1.36, 2.17, 0.19]]}

# 5
{"formula": "C2H6N2O", "method": "ωB97M-V with the def2-TZVPD basis set", "orbital_gap_ev": 8.77, "fmax_ev_per_a": 3.95, "smiles": "C/[N+]([O-])=C/N", "e_homo_ha": -0.291, "total_energy_ha": -264.45834, "relative_energy_ev": 3.510, "symbols": ["C", "N", "O", "C", "N", "H", "H", "H", "H", "H", "H"], "xyz": [[1.59, -0.02, -0.06], [0.29, 0.47, 0.19], [0.04, 1.44, 0.94], [-0.64, -0.16, -0.42], [-2.00, -0.04, -0.01], [2.37, 0.72, 0.04], [1.47, -0.45, -1.06], [1.81, -0.82, 0.69], [-0.51, -0.85, -1.21], [-2.55, -0.90, 0.10], [-1.88, 0.62, 0.81]]}

# 6
{"formula": "C35H33Br4N5O7STi", "method": "ωB97M-V with the def2-TZVPD basis set", "orbital_gap_ev": [4.89, 4.88], "fmax_ev_per_a": 3.06, "e_homo_ha": [-0.030, -0.029], "total_charge": -2, "total_energy_ha": -13697.85415, "relative_energy_ev": 0.373, "symbols": ["Ti", "Br", "C", "C", "Br", "C", "Br", "C", "O", "C", "O", "C", "Br", "O", "C", "O", "C", "C", "C", "C", "C", "C", "N", "C", "C", "C", "C", "C", "C", "N", "H", "H", "H", "H", "H", "H", "H", "H", "H", "H", "N", "N", "H", "H", "H", "H", "C", "C", "C", "C", "C", "C", "C", "S", "O", "O", "O", "H", "H", "H", "H", "H", "H", "H", "C", "N", "C", "C", "C", "C", "C", "C", "C", "C", "H", "H", "H", "H", "H", "H", "H", "H", "H", "H", "H", "H"], "xyz": [[0.07, 0.21, -0.08], [2.74, -4.69, 3.56], [1.52, -3.35, 3.05], [0.18, -3.47, 3.34], [-0.44, -4.93, 4.35], [-0.73, -2.52, 2.89], [-2.53, -2.57, 3.43], [-0.34, -1.51, 2.00], [-1.15, -0.68, 1.43], [1.06, -1.36, 1.76], [1.43, -0.35, 1.02], [1.96, -2.26, 2.31], [3.79, -1.96, 2.01], [3.15, 3.89, 6.19], [2.04, 3.06, 6.11], [1.58, 2.62, 7.15], [1.53, 2.80, 4.78], [1.79, 3.63, 3.67], [1.23, 3.39, 2.45], [0.40, 2.27, 2.23], [0.14, 1.44, 3.34], [0.67, 1.69, 4.57], [-0.15, 1.98, 1.00], [-0.45, 2.97, 0.17], [-0.91, 2.67, -1.12], [-1.26, 3.66, -2.06], [-1.71, 3.28, -3.31], [-1.82, 1.92, -3.59], [-1.48, 0.99, -2.62], [-1.00, 1.33, -1.39], [3.52, 4.02, 5.30], [2.42, 4.51, 3.79], [1.47, 4.05, 1.62], [-0.54, 0.61, 3.20], [0.46, 1.05, 5.41], [-0.43, 4.01, 0.50], [-1.18, 4.69, -1.77], [-2.00, 4.02, -4.05], [-2.19, 1.57, -4.55], [-1.63, -0.07, -2.80], [1.50, -4.14, -0.84], [2.25, -2.94, -0.62], [0.93, -4.06, -1.69], [0.83, -4.22, -0.08], [1.67, -2.09, -0.76], [2.98, -2.90, -1.33], [-6.65, -0.45, 1.79], [-5.44, -0.89, 1.02], [-4.63, 0.03, 0.36], [-3.45, -0.36, -0.24], [-3.06, -1.69, -0.20], [-3.89, -2.62, 0.39], [-5.07, -2.23, 0.99], [-1.50, -2.36, -0.79], [-1.07, -3.32, 0.21], [-1.80, -2.96, -2.08], [-0.50, -1.28, -1.00], [-6.75, 0.63, 1.75], [-6.55, -0.76, 2.83], [-7.55, -0.91, 1.38], [-4.92, 1.07, 0.34], [-2.83, 0.39, -0.70], [-3.56, -3.65, 0.40], [-5.69, -2.97, 1.49], [3.60, -1.26, -3.51], [2.22, -1.63, -3.34], [1.82, -2.68, -4.24], [1.27, -0.51, -3.43], [1.76, 0.73, -2.73], [2.43, 1.67, -3.51], [3.05, 2.77, -2.95], [3.06, 2.88, -1.57], [2.34, 1.98, -0.80], [1.61, 0.91, -1.34], [4.22, -2.15, -3.43], [3.89, -0.57, -2.71], [3.81, -0.78, -4.49], [2.47, -3.55, -4.09], [1.88, -2.38, -5.30], [0.80, -2.97, -4.01], [0.34, -0.88, -2.97], [1.06, -0.29, -4.50], [2.46, 1.52, -4.59], [3.54, 3.50, -3.58], [3.61, 3.69, -1.11], [2.37, 2.10, 0.28]]}

# 7
{"formula": "C12H34FNO6P2", "method": "ωB97M-V with the def2-TZVPD basis set", "orbital_gap_ev": 8.46, "fmax_ev_per_a": 6.55, "smiles": "CCO[PH](O)(CCF)P(=N)(O)O.CCOCC.CCOCC", "e_homo_ha": -0.302, "total_energy_ha": -1766.22270, "relative_energy_ev": 3.556, "symbols": ["C", "C", "O", "P", "O", "C", "C", "F", "P", "N", "O", "O", "H", "H", "H", "H", "H", "H", "H", "H", "H", "H", "H", "H", "H", "H", "C", "C", "O", "C", "C", "H", "H", "H", "H", "H", "H", "H", "H", "H", "H", "C", "C", "O", "C", "C", "H", "H", "H", "H", "H", "H", "H", "H", "H", "H"], "xyz": [[-0.03, -2.99, 1.94], [1.45, -3.15, 1.20], [1.73, -2.13, 0.18], [2.00, -0.55, 0.88], [3.62, -0.60, 0.14], [0.54, 0.10, -0.17], [-0.80, 0.48, 0.74], [-1.78, -0.65, 0.58], [2.44, 1.45, 1.68], [4.05, 1.80, 1.61], [1.63, 2.74, 0.81], [1.96, 1.57, 3.35], [-0.90, -3.50, 1.34], [0.06, -3.57, 2.98], [-0.25, -1.86, 2.24], [2.33, -3.29, 1.99], [1.40, -4.20, 0.62], [1.93, -1.03, 2.24], [3.62, 0.16, -0.53], [0.19, -0.80, -0.87], [0.84, 0.97, -0.93], [-1.32, 1.42, 0.27], [-0.49, 0.59, 1.86], [4.17, 2.68, 1.04], [0.92, 3.16, 1.39], [2.31, 0.77, 3.87], [0.34, -7.34, -3.53], [-0.34, -7.16, -2.19], [0.03, -5.96, -1.52], [-0.26, -4.74, -2.20], [-1.74, -4.54, -2.48], [1.43, -7.32, -3.42], [0.06, -8.30, -3.98], [0.07, -6.55, -4.24], [-0.05, -7.99, -1.53], [-1.43, -7.22, -2.28], [0.33, -4.67, -3.12], [0.08, -3.93, -1.55], [-2.14, -5.32, -3.15], [-1.91, -3.57, -2.96], [-2.32, -4.58, -1.55], [-1.89, 6.19, -1.17], [-2.45, 5.76, 0.18], [-1.44, 5.52, 1.16], [-0.61, 6.62, 1.49], [-1.37, 7.81, 2.06], [-1.19, 5.45, -1.55], [-2.70, 6.32, -1.89], [-1.35, 7.14, -1.10], [-2.99, 4.81, 0.04], [-3.18, 6.48, 0.55], [0.00, 6.92, 0.63], [0.09, 6.26, 2.25], [-2.07, 8.22, 1.33], [-0.68, 8.61, 2.34], [-1.94, 7.51, 2.94]]}